No. 1
C17H23CoN6O10S2 as an isolated structure, computed with ωB97M-V/def2-TZVPD.

Geometry as XYZ:
```
59
Properties=species:S:1:pos:R:3:forces:R:3
Co -1.663 1.429 0.339 -0.2 -0.3 -0.1
O -3.536 1.787 -3.571 0.0 0.0 0.0
S -3.134 0.890 -2.540 -0.2 -0.1 0.2
O -4.008 -0.228 -2.239 0.0 0.0 0.0
O -2.803 1.607 -1.259 0.0 0.5 0.0
C -1.622 0.062 -3.085 -0.1 0.0 0.0
C -1.804 -1.225 -3.584 0.0 0.0 0.0
C -0.735 -1.955 -4.086 0.0 0.0 0.0
C 0.534 -1.398 -4.105 0.0 0.0 0.0
C 0.727 -0.118 -3.601 0.0 0.0 0.0
C -0.340 0.608 -3.085 0.1 0.0 0.1
S 0.042 2.172 -2.312 0.0 0.1 0.0
O 1.457 2.361 -2.491 0.0 0.0 0.0
O -0.857 3.162 -2.805 0.0 0.0 0.0
O -0.196 1.825 -0.856 0.1 -0.3 0.0
H -2.802 -1.642 -3.581 0.0 0.0 0.0
H -0.905 -2.947 -4.486 0.0 0.0 0.0
H 1.371 -1.947 -4.518 0.0 0.0 0.0
H 1.705 0.346 -3.601 0.0 0.0 0.0
N -2.432 -0.579 0.142 0.2 0.0 -0.2
C -1.413 -1.339 0.852 -0.1 0.0 0.0
C -1.660 -2.844 0.904 0.0 0.0 0.0
C -0.489 -3.655 1.461 0.1 0.0 0.0
C 0.687 -3.884 0.496 0.0 0.0 0.0
N 1.191 -2.724 -0.249 -0.1 0.0 0.0
C 1.729 -1.625 0.303 0.0 -0.1 0.2
N 2.022 -0.573 -0.447 0.0 0.1 -0.1
N 1.991 -1.567 1.609 -0.1 -0.1 -0.1
C -1.259 -0.608 2.195 0.1 0.0 0.0
O -0.655 -1.107 3.128 -0.1 0.0 0.1
O -1.788 0.573 2.179 0.0 -0.1 -0.2
H -3.328 -0.590 0.621 0.0 0.0 0.0
H -2.614 -0.874 -0.814 0.0 -0.1 0.0
H -0.495 -1.159 0.297 0.0 0.1 0.0
H -1.886 -3.176 -0.117 0.0 0.0 0.0
H -2.554 -3.042 1.501 0.0 0.0 0.0
H -0.845 -4.650 1.734 0.0 0.0 0.0
H -0.166 -3.192 2.392 0.0 0.0 0.0
H 0.392 -4.603 -0.268 0.0 0.0 0.0
H 1.522 -4.333 1.040 0.0 0.0 0.0
H 0.910 -2.637 -1.214 0.0 0.0 0.0
H 1.783 -0.552 -1.425 0.0 0.0 0.0
H 2.198 0.308 0.046 0.0 -0.1 -0.1
H 1.475 -2.164 2.235 0.0 0.0 0.0
H 2.190 -0.626 1.956 0.0 0.0 0.0
C 3.549 3.278 2.927 0.0 0.0 0.0
N 2.128 3.214 2.599 0.0 0.0 0.0
C 1.301 4.241 2.934 0.0 0.0 0.0
C -0.005 4.235 2.610 0.0 0.0 0.0
C -0.468 3.100 1.877 0.0 0.0 -0.1
O -1.652 3.059 1.383 0.1 0.0 -0.1
N 0.329 2.055 1.639 0.0 0.3 0.1
C 1.633 2.090 1.950 0.0 -0.1 0.1
O 2.430 1.166 1.685 -0.1 0.1 0.0
H 3.876 4.314 2.881 0.0 0.0 0.0
H 4.101 2.687 2.205 0.0 0.0 0.0
H 3.735 2.878 3.924 0.0 0.0 0.0
H 1.769 5.063 3.458 0.0 0.0 0.0
H -0.665 5.055 2.842 0.0 0.0 0.0
```
Forces are in eV/Å.

Properties
* relative energy (zero: lowest compared OMol25 entry of this formula, charge and spin): 5.2 kcal per mole
* total charge: 0
* total energy: -106717.539 eV
* HOMO (alpha / beta): -9.472 / -9.431 eV
* 2S+1: 5
* orbital gap (alpha / beta): 0.351 / 0.267 Eh

=====

No. 2
C17H11Cl2MoNO9 as an isolated structure, computed with ωB97M-V/def2-TZVPD.

Geometry as XYZ:
```
41
Properties=species:S:1:pos:R:3:forces:R:3
Mo -0.328 0.455 0.467 0.0 0.2 0.2
O 1.310 -5.458 0.680 0.0 -0.1 0.0
C 1.023 -4.181 0.618 0.0 0.1 0.0
C 1.937 -3.188 0.207 0.1 0.0 0.0
C 1.501 -1.893 0.186 -0.1 0.0 0.0
N 0.253 -1.565 0.519 0.0 0.0 -0.1
C -0.612 -2.487 0.960 0.1 0.1 0.0
C -0.279 -3.807 1.022 0.0 -0.1 0.0
C -1.904 -1.849 1.371 0.0 -0.2 -0.1
O -2.870 -2.368 1.792 0.0 0.1 0.0
O -1.797 -0.485 1.142 -0.1 0.1 0.0
C 2.306 -0.671 -0.137 0.0 -0.1 0.0
O 3.440 -0.608 -0.440 0.0 0.0 0.0
O 1.487 0.438 0.022 0.1 0.1 -0.1
H 2.211 -5.677 0.397 0.0 0.0 0.0
H 2.957 -3.422 -0.075 0.0 0.0 0.0
H -0.983 -4.551 1.374 0.0 0.0 0.0
C 1.348 0.404 4.584 0.0 0.0 0.0
C 0.853 0.999 3.315 -0.2 0.0 0.1
O 0.332 0.210 2.481 0.2 0.0 -0.1
C 0.921 2.422 3.074 0.0 0.0 -0.1
C 1.528 3.292 3.990 0.1 0.0 0.0
C 1.536 4.654 3.771 0.0 0.0 0.0
C 0.918 5.181 2.638 0.0 0.0 0.1
C 0.295 4.350 1.720 -0.1 0.0 -0.1
C 0.313 2.988 1.941 0.1 0.2 0.1
O -0.303 2.186 1.029 0.0 -0.4 -0.1
H 1.136 -0.660 4.601 0.0 0.0 0.0
H 0.881 0.882 5.446 0.0 0.0 0.0
H 2.426 0.564 4.665 0.0 0.0 0.0
H 2.002 2.895 4.876 0.0 0.0 0.0
H 2.016 5.312 4.481 0.0 0.0 0.0
H 0.919 6.250 2.471 0.0 0.0 0.0
H -0.195 4.742 0.838 0.0 0.0 0.0
Cl -3.319 2.136 -0.239 0.0 0.0 0.0
C -3.187 1.450 -1.870 0.0 -0.1 -0.2
Cl -4.019 2.403 -3.065 0.0 0.0 0.0
C -1.717 1.323 -2.251 0.0 0.2 0.0
O -1.125 1.662 -3.190 0.0 -0.1 0.0
O -0.988 0.638 -1.176 0.1 -0.1 0.1
H -3.619 0.450 -1.847 0.0 0.0 0.1
```
Forces are in eV/Å.

Properties
* total charge: +2
* total energy: -64611.556 eV
* HOMO: -15.929 eV
* 2S+1: 1
* orbital gap: 0.245 Eh

=====

No. 3
C15H14Cl3N5O2RbSSe as an isolated structure in a non-equilibrium geometry, computed with ωB97M-V/def2-TZVPD.

Geometry as XYZ:
```
42
Properties=species:S:1:pos:R:3:forces:R:3
Rb -0.477 -1.006 -0.364 0.1 -0.5 -1.0
Cl -0.899 2.391 6.380 0.0 0.1 0.1
C -1.206 1.435 4.953 0.0 0.1 -0.2
C -1.469 0.065 5.091 0.0 -0.1 -0.1
C -1.719 -0.693 3.984 0.0 0.0 0.1
Cl -2.025 -2.389 4.176 0.0 -0.1 0.0
C -1.729 -0.178 2.627 0.1 0.1 0.0
O -1.952 -0.914 1.649 -0.4 0.1 0.6
C -1.422 1.235 2.549 0.0 0.1 0.2
C -1.296 1.966 1.304 0.1 0.0 -0.1
O -1.256 1.528 0.167 -0.1 0.3 0.1
C -1.194 2.001 3.709 0.0 0.0 0.1
H -1.472 -0.396 6.070 0.0 0.0 0.0
H -1.181 3.060 1.459 0.0 0.0 0.0
H -0.991 3.060 3.600 0.0 0.0 0.0
Se 2.142 0.243 2.991 0.2 0.0 -0.4
N 3.832 -0.278 2.753 -0.1 -0.2 0.2
C 3.887 -0.855 1.570 0.0 0.3 0.0
C 5.045 -1.443 0.977 0.1 0.0 -0.2
C 4.908 -1.955 -0.269 -0.1 0.1 0.1
C 3.637 -1.899 -0.945 0.1 0.0 -0.1
N 2.557 -1.381 -0.457 0.1 0.0 0.1
C 2.666 -0.848 0.804 0.0 -0.1 -0.1
N 1.628 -0.289 1.382 0.0 0.1 0.5
H 5.979 -1.452 1.522 0.0 0.0 0.0
H 5.736 -2.410 -0.795 0.1 0.0 0.1
H 3.573 -2.309 -1.947 -0.1 0.0 0.0
Cl -2.220 -1.798 -2.732 -0.7 0.1 -0.2
C -4.065 -0.885 -2.615 0.5 -0.2 0.0
H -4.136 -0.886 -1.514 0.0 0.0 0.0
H -4.649 -1.770 -2.917 0.0 0.0 0.0
C -2.206 1.022 -4.699 -0.3 0.3 -0.1
N -0.877 0.478 -4.894 -0.1 0.0 0.1
C 0.107 0.546 -4.009 0.2 0.0 0.1
N -0.115 1.234 -2.860 0.0 -0.1 -0.1
S 1.628 -0.124 -4.316 0.1 -0.1 0.0
H -2.708 1.026 -5.667 0.0 0.0 0.0
H -2.122 2.064 -4.372 0.0 -0.1 0.0
H -2.843 0.463 -3.995 0.2 -0.1 0.0
H -0.711 -0.149 -5.661 0.0 0.0 0.0
H -1.045 1.312 -2.470 0.0 0.0 0.0
H 0.660 1.179 -2.223 -0.1 0.2 0.1
```
Forces are in eV/Å.

Properties
* relative energy (zero: lowest compared OMol25 entry of this formula, charge and spin): 22.9 kcal per mole
* total charge: -1
* total energy: -141732.656 eV
* HOMO: -3.575 eV
* 2S+1: 1
* orbital gap: 0.151 Eh

=====

No. 4
C26H29N5O3PtSb as an isolated structure in a non-equilibrium geometry, computed with ωB97M-V/def2-TZVPD.

Geometry as XYZ:
```
65
Properties=species:S:1:pos:R:3:forces:R:3
Pt -0.582 -0.244 0.790 0.3 -0.7 0.2
C -2.597 0.683 3.014 -0.1 0.1 0.0
C -2.635 -0.809 2.986 -0.3 0.1 0.2
C -3.445 -1.573 3.817 0.1 -0.1 -0.1
C -3.394 -2.953 3.719 0.1 0.1 0.0
C -2.526 -3.534 2.804 0.0 0.1 0.0
C -1.741 -2.720 2.003 0.3 -1.0 -0.4
N -1.820 -1.395 2.106 0.1 0.8 -0.1
Sb -0.370 -3.717 0.547 -0.2 0.8 0.2
C -1.092 -2.447 -1.099 0.3 -1.2 0.3
C -1.080 -2.914 -2.399 -0.1 0.0 -0.1
C -1.752 -2.173 -3.364 0.1 0.0 0.1
C -2.432 -1.022 -2.997 0.0 -0.1 0.2
C -2.399 -0.612 -1.669 -0.2 -0.1 -0.4
C -3.103 0.599 -1.156 0.1 0.1 0.1
N -1.727 -1.339 -0.771 0.3 0.5 0.2
C 1.335 -2.588 1.328 -0.4 -1.1 -0.4
C 2.606 -3.125 1.373 0.0 0.1 0.2
C 3.601 -2.381 1.993 -0.1 0.0 -0.1
C 3.294 -1.144 2.540 -0.2 0.0 0.0
C 1.992 -0.668 2.439 0.3 0.0 0.2
C 1.525 0.647 2.979 -0.1 0.0 -0.2
N 1.057 -1.413 1.849 -0.3 0.6 -0.4
H -3.447 1.103 3.544 -0.1 0.0 0.0
H -2.578 1.075 1.990 -0.1 0.0 0.2
H -1.687 1.022 3.511 0.0 0.0 0.0
H -4.096 -1.086 4.527 -0.1 0.0 0.0
H -4.013 -3.570 4.353 0.0 0.0 0.0
H -2.451 -4.608 2.708 -0.1 -0.1 0.0
H -0.556 -3.826 -2.643 0.0 0.0 -0.1
H -1.743 -2.498 -4.393 0.0 0.0 -0.1
H -2.980 -0.445 -3.727 0.0 0.0 0.0
H -3.485 1.212 -1.966 0.0 0.0 -0.1
H -2.415 1.205 -0.553 -0.1 0.1 -0.1
H -3.934 0.294 -0.520 -0.1 0.0 0.0
H 2.806 -4.085 0.922 0.1 -0.1 0.0
H 4.607 -2.767 2.043 0.1 0.0 0.0
H 4.043 -0.542 3.034 0.1 0.0 0.0
H 2.319 1.390 2.987 0.0 0.1 0.0
H 1.159 0.519 3.998 0.0 0.0 0.0
H 0.684 1.010 2.353 0.4 0.1 0.3
C 0.067 1.519 -3.855 0.0 0.2 0.0
C 0.469 2.789 -3.109 -0.1 -0.1 -0.1
C 1.372 2.534 -1.877 0.0 0.7 -0.2
C 1.855 3.871 -1.281 0.1 -0.2 0.1
C 2.632 3.646 0.012 -0.1 0.1 -0.2
C 2.568 1.745 -2.378 -0.1 -0.2 0.2
O 3.432 2.217 -3.068 0.1 0.2 -0.1
N 2.586 0.399 -2.067 0.3 -0.3 -0.2
C 1.678 -0.268 -1.269 0.3 -0.4 -0.3
O 1.699 -1.481 -1.147 0.3 0.1 -0.2
N 0.774 0.500 -0.624 -0.8 -0.1 0.9
C 0.550 1.805 -0.847 -0.2 0.0 0.1
O -0.368 2.317 -0.204 0.1 0.6 -0.4
H -0.694 1.757 -4.593 -0.1 -0.1 -0.1
H -0.340 0.765 -3.181 -0.1 -0.1 0.0
H 0.917 1.084 -4.378 0.0 -0.1 -0.1
H -0.422 3.309 -2.753 0.0 0.1 0.0
H 1.009 3.447 -3.792 0.0 0.1 0.1
H 0.981 4.494 -1.087 0.0 0.0 -0.1
H 2.492 4.368 -2.015 -0.1 0.0 0.0
H 2.011 3.125 0.740 0.0 0.0 0.2
H 2.934 4.597 0.441 0.1 0.0 0.1
H 3.525 3.054 -0.176 0.1 0.0 0.0
H 3.325 -0.153 -2.491 -0.2 0.1 0.1
```
Forces are in eV/Å.

Properties
* total charge: +1
* total energy: -50805.039 eV
* HOMO (alpha / beta): -10.483 / -11.914 eV
* 2S+1: 3
* orbital gap (alpha / beta): 0.284 / 0.281 Eh

=====

No. 5
A 10-piece molecular cluster, C24H65N3O27S7 overall in a non-equilibrium geometry, computed with ωB97M-V/def2-TZVPD.

Geometry as XYZ:
```
126
Properties=species:S:1:pos:R:3:forces:R:3
C 33.258 1.854 -11.155 -0.1 -0.4 -0.7
C 32.171 1.481 -10.166 0.4 -0.1 -1.0
O 32.326 0.084 -9.796 0.3 0.1 0.3
S 32.713 -0.265 -8.308 -0.3 0.6 0.2
C 31.160 -0.125 -7.476 0.7 0.0 -0.6
O 33.123 -1.625 -8.335 0.1 -0.8 -0.1
O 33.610 0.727 -7.799 0.1 0.3 0.0
H 34.190 2.093 -10.649 0.0 0.2 -0.1
H 32.919 2.653 -11.818 0.1 0.4 0.4
H 33.457 1.038 -11.857 0.0 -0.2 0.3
H 32.273 2.166 -9.329 -0.5 -0.3 0.4
H 31.194 1.502 -10.635 -0.1 0.3 0.2
H 31.400 -0.292 -6.431 -0.4 0.0 0.1
H 30.529 -0.870 -7.944 -0.2 -0.2 0.4
H 30.782 0.870 -7.706 -0.1 0.0 0.3
C 28.802 -7.279 -4.946 0.1 -0.5 -0.4
C 30.066 -6.495 -5.241 -0.5 -0.8 0.0
O 29.688 -5.110 -5.204 0.2 0.4 0.2
S 30.829 -4.060 -5.557 0.1 -0.7 -0.6
C 30.964 -4.260 -7.328 -0.4 0.0 0.6
O 30.266 -2.779 -5.305 -0.2 0.4 0.2
O 32.034 -4.492 -4.924 0.3 0.1 0.2
H 28.977 -8.347 -5.103 0.2 0.0 0.2
H 27.988 -7.058 -5.637 0.1 0.4 0.1
H 28.501 -7.117 -3.913 -0.2 0.0 0.0
H 30.807 -6.739 -4.481 0.1 0.4 0.0
H 30.486 -6.757 -6.215 -0.1 0.1 -0.1
H 31.812 -4.889 -7.576 0.1 0.1 0.0
H 31.016 -3.249 -7.716 0.2 -0.1 -0.3
H 30.025 -4.733 -7.607 0.0 0.1 -0.3
C 31.921 3.940 -7.059 -0.2 -0.4 0.0
C 30.682 4.414 -7.810 0.8 0.2 0.3
O 29.990 3.263 -8.350 -0.4 -0.1 0.5
S 29.194 3.454 -9.689 -0.4 0.9 -0.1
C 28.160 4.864 -9.447 0.0 -0.1 0.1
O 30.116 3.777 -10.716 0.7 0.2 -0.6
O 28.339 2.330 -9.836 -0.3 -0.9 0.1
H 32.801 3.964 -7.697 0.1 0.1 0.1
H 31.819 2.911 -6.707 -0.2 0.0 -0.2
H 32.059 4.520 -6.148 0.2 0.3 -0.2
H 30.035 4.970 -7.130 -0.3 -0.2 -0.2
H 30.974 5.069 -8.631 -0.1 0.0 0.0
H 27.749 5.074 -10.435 0.0 0.1 0.0
H 28.743 5.717 -9.115 0.0 0.0 0.0
H 27.361 4.610 -8.755 0.1 0.1 0.1
C 30.802 -2.162 -12.352 -0.1 0.2 -1.1
C 31.661 -2.736 -11.262 -0.5 0.2 0.3
O 32.235 -4.003 -11.671 0.1 -0.1 -0.1
S 33.785 -3.993 -12.010 -0.1 0.4 0.3
C 34.495 -3.861 -10.394 -0.1 -0.1 0.3
O 34.079 -5.274 -12.542 0.0 -0.5 -0.2
O 34.059 -2.806 -12.760 0.2 0.1 -0.1
H 29.921 -2.773 -12.555 0.0 0.0 0.2
H 31.344 -2.077 -13.299 0.2 -0.2 0.2
H 30.476 -1.145 -12.132 0.0 -0.1 0.4
H 32.419 -2.022 -10.949 0.2 -0.2 -0.1
H 31.049 -2.980 -10.393 0.1 0.1 0.1
H 33.832 -4.368 -9.695 -0.1 0.1 0.0
H 34.580 -2.812 -10.127 0.0 0.0 0.1
H 35.447 -4.381 -10.337 0.1 0.2 -0.4
C 27.399 0.457 -12.925 0.4 0.0 0.9
C 27.879 1.659 -13.695 0.1 -0.9 -0.5
O 27.046 2.787 -13.375 0.0 0.2 0.1
S 27.462 4.192 -14.001 -0.6 -0.7 -0.3
C 26.917 4.027 -15.664 0.0 -0.4 0.0
O 26.645 5.152 -13.349 -0.3 0.3 0.5
O 28.871 4.286 -13.988 1.1 0.2 0.0
H 27.492 0.615 -11.845 -0.2 0.3 -0.2
H 28.092 -0.371 -13.092 -0.2 -0.1 -0.3
H 26.378 0.180 -13.185 0.0 0.0 0.0
H 28.933 1.847 -13.507 -0.1 0.4 0.2
H 27.779 1.411 -14.759 0.0 0.3 0.0
H 27.382 3.149 -16.108 0.2 0.1 0.0
H 27.242 4.926 -16.179 -0.2 0.0 -0.1
H 25.843 3.862 -15.668 -0.1 0.4 0.0
C 26.704 -4.717 -7.215 -0.5 -0.1 -0.2
C 27.117 -5.337 -8.526 -0.5 -0.3 -0.1
O 28.294 -6.168 -8.318 0.1 0.3 0.1
S 28.841 -6.971 -9.560 0.6 -0.1 0.2
C 29.638 -5.728 -10.523 -0.2 -0.1 0.3
O 29.822 -7.859 -9.024 0.1 0.0 0.1
O 27.736 -7.498 -10.291 -0.5 -0.1 -0.4
H 27.313 -3.850 -6.978 0.1 -0.1 0.3
H 26.663 -5.442 -6.403 0.4 0.0 0.0
H 25.665 -4.391 -7.331 0.1 0.3 -0.1
H 26.347 -5.993 -8.935 0.0 0.0 0.1
H 27.321 -4.571 -9.275 0.2 0.0 0.1
H 30.074 -6.221 -11.388 -0.1 0.1 -0.1
H 30.415 -5.285 -9.910 0.1 0.0 0.0
H 28.887 -4.988 -10.787 0.1 0.0 -0.3
C 25.912 -7.613 -13.548 0.4 0.1 -0.5
C 25.518 -6.482 -12.646 -0.5 -0.1 0.4
O 26.479 -5.406 -12.835 0.0 -0.2 0.2
S 26.189 -4.029 -12.121 0.0 -1.2 -0.9
C 25.517 -3.151 -13.498 -0.3 -0.1 0.2
O 25.235 -4.239 -11.083 -0.3 0.4 0.2
O 27.476 -3.498 -11.836 0.6 0.7 0.3
H 25.304 -8.496 -13.365 -0.1 0.1 0.1
H 26.958 -7.884 -13.405 0.0 0.0 0.2
H 25.812 -7.323 -14.597 -0.1 -0.1 0.0
H 24.518 -6.092 -12.860 0.1 -0.1 -0.2
H 25.505 -6.779 -11.598 0.3 0.0 0.0
H 24.524 -3.549 -13.700 -0.1 0.1 0.1
H 26.148 -3.375 -14.352 0.2 0.2 0.0
H 25.483 -2.093 -13.248 0.0 0.0 -0.1
C 27.047 -1.145 -9.746 0.2 0.3 0.5
N 28.432 -1.525 -9.358 -0.1 -1.7 -1.0
O 29.362 -0.998 -9.936 -0.2 0.4 0.2
O 28.566 -2.429 -8.552 0.1 0.4 0.1
H 27.126 -0.064 -9.660 -0.8 0.0 0.1
H 26.363 -1.684 -9.098 0.0 0.5 0.4
H 26.778 -1.446 -10.752 0.8 0.0 -0.2
C 24.533 0.189 -6.030 -0.4 0.1 0.3
N 25.184 -0.900 -6.799 0.1 -0.6 0.3
O 24.573 -1.495 -7.665 -0.4 0.4 -0.2
O 26.288 -1.223 -6.423 0.5 0.2 -0.1
H 24.924 1.165 -6.299 0.2 -0.2 -0.3
H 24.785 -0.022 -4.996 -0.1 0.1 0.0
H 23.465 0.149 -6.208 0.0 0.0 0.0
C 25.285 2.897 -10.639 0.2 -0.4 0.0
N 25.353 2.572 -9.189 -0.2 -0.3 -0.2
O 25.190 3.480 -8.403 0.1 0.2 0.2
O 25.503 1.409 -8.881 0.0 0.0 0.1
H 25.953 3.727 -10.822 -0.2 0.2 -0.1
H 24.238 3.101 -10.841 0.0 0.3 -0.1
H 25.623 2.025 -11.185 0.0 0.0 0.0
```
Forces are in eV/Å.

Properties
* relative energy (zero: lowest compared OMol25 entry of this formula, charge and spin): 0.0 kcal per mole
* total charge: 0
* total energy: -161531.382 eV
* HOMO: -10.748 eV
* 2S+1: 1
* orbital gap: 0.383 Eh
* SMILES string: CCOS(C)(=O)=O.CCOS(C)(=O)=O.CCOS(C)(=O)=O.CCOS(C)(=O)=O.CCOS(C)(=O)=O.CCOS(C)(=O)=O.CCOS(C)(=O)=O.C[N+](=O)[O-].C[N+](=O)[O-].C[N+](=O)[O-]